A cluster of 2 separate species, C10H16O in total in a non-equilibrium geometry, computed with ωB97M-V/def2-TZVPD.

XYZ file:
```
27
Properties=species:S:1:pos:R:3:forces:R:3:nbo_charge:R:1
C -1.28324 -0.58885 1.49766 -0.2 -0.2 0.2 -0.43
C -2.04020 -1.84469 1.96761 1.0 0.1 0.0 -0.60
C -0.79313 -0.69120 0.07953 -0.1 -0.1 0.2 0.03
C 0.21709 -1.59396 -0.24957 0.1 0.2 -0.2 -0.21
C -1.34653 0.09443 -0.92524 0.3 -0.1 -0.4 -0.21
C 0.67233 -1.70463 -1.55083 -0.2 0.3 -0.4 -0.29
C -0.88752 0.00528 -2.23660 -0.1 -0.3 0.1 -0.27
C 0.11238 -0.90757 -2.54875 -0.1 0.1 0.3 0.30
O 0.52353 -0.96990 -3.84724 -0.1 0.1 -0.2 -0.67
H -1.95238 0.26892 1.59181 0.1 0.1 0.0 0.20
H -0.43706 -0.42021 2.17004 0.0 0.1 0.0 0.20
H -1.40223 -2.72305 1.83301 -0.1 0.0 -0.2 0.20
H 0.69884 -2.19623 0.51155 -0.1 0.0 0.1 0.21
H -2.13129 0.80573 -0.70026 0.0 0.0 0.1 0.21
H 1.46685 -2.38428 -1.82936 0.1 -0.1 0.2 0.20
H -1.33011 0.59273 -3.02989 0.1 0.1 0.0 0.22
H 1.21408 -1.62962 -3.93839 0.1 -0.1 0.0 0.48
H -2.94365 -1.97912 1.37936 -0.2 -0.1 0.3 0.21
H -2.18762 -1.78073 3.04618 -0.6 0.0 -0.1 0.21
C 1.11194 2.22939 0.45355 0.2 0.1 0.6 -0.60
C 2.36350 2.66431 1.23213 -0.6 0.2 -0.3 -0.60
H 1.37628 1.53157 -0.33802 -0.2 0.0 -0.1 0.21
H 0.38925 1.75924 1.12228 0.1 -0.2 -0.1 0.20
H 0.59524 3.09644 0.04159 0.1 0.0 -0.2 0.20
H 2.06946 3.33366 2.04109 0.1 0.0 0.1 0.20
H 3.02560 3.21074 0.56292 0.2 0.0 0.1 0.20
H 2.89859 1.82159 1.66384 0.0 -0.1 0.0 0.20
```
Forces are in eV/Å.

Calculated values
SMILES = CCc1ccc(O)cc1.CC
ΔE to the lowest compared entry with this formula, charge and spin = 63.70 kJ/mol
Electronic energy = -12677.0647 eV
LUMO = 0.031 hartree

A cluster of 2 separate species, C5H13B3O7P in total in a non-equilibrium geometry, computed with ωB97M-V/def2-TZVPD.

XYZ file:
```
29
Properties=species:S:1:pos:R:3:forces:R:3:nbo_charge:R:1
C -4.39277 -1.31250 -1.53875 1.2 0.9 0.4 -0.93
P -3.48778 -1.96079 -3.13673 -1.0 -1.1 -0.4 0.71
O -3.96312 -1.04832 -4.54190 0.5 -1.2 0.3 -0.97
B -1.61958 -1.53545 -2.76424 3.2 0.1 1.0 0.84
O -1.02017 -0.23409 -3.14508 -1.3 -0.5 3.8 -0.92
B -0.86426 0.48640 -1.83296 0.7 -3.6 0.0 0.97
O -0.54224 -0.38183 -0.64634 0.6 0.5 -4.5 -0.91
B 0.17962 -1.53716 -1.26869 -0.9 -0.7 0.1 1.10
C 1.80558 -1.78501 -1.20126 6.5 -1.0 1.1 0.40
O 2.38794 -2.32724 -2.27885 -3.3 2.3 3.9 -0.70
O 2.65389 -1.47527 -0.03957 -5.1 -1.0 -5.1 -0.81
O -0.70328 -2.48395 -2.03769 -1.2 4.8 -0.3 -0.90
H -3.95883 -0.23588 -1.30850 -1.4 -2.0 -0.3 0.23
H -5.55912 -1.34794 -1.62929 2.4 0.1 0.2 0.25
H -3.97715 -2.01115 -0.66598 -1.0 1.4 -2.0 0.26
H -3.97148 -1.70005 -5.30799 0.0 1.1 1.7 0.49
H -0.97042 1.66309 -1.77331 0.0 -0.1 0.1 -0.10
C 2.03727 1.66381 1.65117 0.0 0.2 -0.2 -0.63
C 2.31607 2.14960 3.06456 -0.1 -0.7 -0.3 0.10
C 3.15673 1.14741 3.83937 0.3 0.1 0.3 -0.63
O 1.08089 2.35607 3.74515 -0.3 0.2 0.4 -0.73
H 1.47808 0.72146 1.66376 0.3 0.0 -0.1 0.23
H 1.42102 2.38928 1.10937 0.1 0.0 0.1 0.20
H 2.96777 1.51048 1.09573 -0.2 -0.2 0.0 0.23
H 2.83457 3.11385 3.02684 -0.2 0.0 0.2 0.16
H 2.63727 0.18683 3.92958 0.1 0.1 -0.2 0.21
H 3.33910 1.50464 4.85858 0.0 0.1 -0.1 0.20
H 4.12084 0.97865 3.34960 -0.1 -0.1 0.0 0.21
H 0.61356 1.50507 3.78342 0.3 0.3 -0.1 0.46
```
Forces are in eV/Å.

Calculated values
Total charge = -1
ΔE to the lowest compared entry with this formula, charge and spin = 196.52 kJ/mol
Electronic energy = -31050.8245 eV
LUMO = 0.093 hartree

The ion C18H28NO4 with charge +1, computed with ωB97M-V/def2-TZVPD.

XYZ file:
```
51
Properties=species:S:1:pos:R:3:forces:R:3:nbo_charge:R:1
C 0.66871 4.90715 -0.68719 0.1 -0.3 -0.1 -0.60
H 0.20881 5.02089 -1.66506 -0.1 0.1 -0.1 0.22
H -0.11201 4.94134 0.06815 -0.1 0.0 0.1 0.21
H 1.33471 5.74930 -0.52593 0.0 0.1 0.0 0.23
C 1.44840 3.59857 -0.60019 -0.2 0.0 0.3 -0.23
C 2.12169 3.43533 0.76178 0.3 -0.1 -0.3 -0.40
C 2.83075 2.08745 0.83352 -0.3 0.1 0.1 -0.42
C 1.85183 0.95382 0.55860 0.6 0.0 0.7 -0.23
N 1.22093 1.12385 -0.77297 0.2 -0.1 -0.4 -0.35
H 1.96935 1.12379 -1.48194 -0.1 0.1 0.1 0.45
C 0.34026 -0.00853 -1.13182 -0.2 -0.9 -0.3 -0.26
H -0.26015 0.28222 -1.99618 0.0 0.1 0.1 0.23
H -0.32388 -0.25232 -0.30100 0.2 0.2 0.0 0.28
C 1.16773 -1.23564 -1.52864 -0.4 -0.1 0.5 0.08
O 2.09723 -0.78502 -2.48769 0.0 0.1 -0.2 -0.74
H 2.53428 -1.53198 -2.91058 0.1 0.0 0.0 0.50
C 0.21480 -2.32439 -2.04148 0.1 0.1 0.0 -0.08
O -0.73985 -2.50199 -1.02988 0.1 0.0 0.0 -0.56
C -1.52649 -3.66926 -1.14909 -0.2 -0.2 0.3 -0.08
H -2.07822 -3.67581 -2.09861 0.0 0.0 0.0 0.18
H -0.88180 -4.55814 -1.10559 0.0 0.1 0.0 0.19
C -2.52113 -3.71193 0.02519 -0.1 0.3 -0.8 0.05
C -3.60706 -2.63259 -0.07357 -0.1 -0.6 0.1 -0.10
H -4.11100 -2.66916 -1.03996 0.0 -0.1 0.1 0.21
H -4.34012 -2.80791 0.72560 0.1 0.0 -0.1 0.20
O -3.07185 -1.33476 0.04976 0.3 0.4 0.2 -0.50
C -2.18822 -1.21262 1.08532 -0.1 0.0 0.1 0.29
C -1.87725 0.06219 1.54399 -0.1 -0.2 0.0 -0.30
C -0.98315 0.23085 2.58774 -0.1 0.0 0.0 -0.24
C -0.39401 -0.87605 3.17897 0.1 0.0 0.0 -0.23
C -0.68862 -2.14671 2.72069 -0.2 -0.1 -0.2 -0.23
C -1.58017 -2.32891 1.67055 0.0 0.2 0.1 0.23
O -1.83981 -3.60469 1.25660 0.2 0.1 0.3 -0.47
H -0.24534 -3.02021 3.17006 0.1 -0.1 0.1 0.23
H 0.28941 -0.75099 4.00392 0.1 0.0 0.1 0.22
H -0.77751 1.22255 2.96368 0.0 0.1 0.0 0.22
H -2.37804 0.90167 1.08594 -0.1 0.1 -0.1 0.23
H -2.99509 -4.69929 0.02985 0.0 0.2 -0.1 0.22
H 0.77000 -3.25579 -2.22774 0.0 0.1 0.0 0.18
H -0.25943 -2.00753 -2.98307 0.1 0.0 0.0 0.18
H 1.68831 -1.64421 -0.64923 -0.1 0.1 -0.1 0.18
C 0.50458 2.41862 -0.84020 -0.1 0.9 -0.2 -0.21
H 0.03657 2.51196 -1.82204 0.0 -0.2 0.0 0.23
H -0.27987 2.40361 -0.08012 0.0 -0.1 0.0 0.22
H 2.37012 -0.00416 0.58602 -0.1 0.0 -0.1 0.23
H 1.05290 0.93634 1.30498 0.0 -0.1 -0.2 0.24
H 3.26447 1.94162 1.82217 0.0 -0.1 0.0 0.24
H 3.64633 2.05751 0.10749 0.1 0.0 0.0 0.21
H 2.83836 4.24014 0.91826 0.0 0.1 0.0 0.23
H 1.37103 3.50191 1.55083 -0.1 0.0 0.1 0.21
H 2.21854 3.59789 -1.37985 0.0 -0.1 0.0 0.21
```
Forces are in eV/Å.

Calculated values
Total charge = +1
SMILES = C[C@H]1CCC[N@@H+](C[C@H](O)COC[C@@H]2COc3ccccc3O2)C1
ΔE to the lowest compared entry with this formula, charge and spin = 93.44 kJ/mol
Electronic energy = -28794.3964 eV
LUMO = -0.082 hartree

A structure of composition C32H54AlBN8 in a non-equilibrium geometry, computed with ωB97M-V/def2-TZVPD.

XYZ file:
```
96
Properties=species:S:1:pos:R:3:forces:R:3:mulliken_charge:R:1
Al -26.35440 14.53328 -2.61770 -0.9 0.5 -0.2 0.65
B -28.70944 16.09808 -3.74629 0.5 -0.1 -0.1 3.00
H -28.48819 16.33527 -2.71720 0.7 1.3 3.6 -0.50
H -28.78560 15.02331 -3.80368 -0.4 -4.2 -0.3 -0.81
H -29.65344 16.50664 -4.07217 -3.8 1.6 -1.4 -0.33
H -27.91655 16.39488 -4.41524 2.9 1.0 -2.2 -0.96
C -31.15378 16.72386 1.14439 -0.5 -0.8 -0.7 -0.97
C -32.12830 15.89920 0.26564 0.2 0.2 0.4 -0.81
C -31.64335 15.48060 -1.15190 0.7 0.4 1.6 0.43
C -30.29524 14.82943 -1.03999 2.8 -1.1 -0.9 0.10
N -29.21328 14.35354 -1.07470 -3.6 1.5 0.4 -0.43
H -30.84750 17.66784 0.69361 0.2 -0.1 -0.3 0.10
H -30.29298 16.09136 1.36135 0.1 0.4 0.4 0.38
H -31.73727 17.01707 2.01713 0.4 -0.3 0.3 0.38
H -33.00903 16.54063 0.23438 -0.4 -0.5 -0.6 0.37
H -32.37060 14.97829 0.79604 -0.2 0.1 0.2 0.34
H -31.56597 16.43490 -1.67289 0.3 -0.3 -0.7 -0.46
H -32.35677 14.79475 -1.60880 0.1 0.1 -0.2 0.48
C -24.65949 14.54517 -9.06992 -1.1 -0.8 -1.4 -1.24
C -26.16730 14.85977 -9.34793 1.5 -0.1 1.4 -0.42
C -27.11336 14.14235 -8.37959 -0.1 -0.2 -0.2 -0.23
C -26.77006 14.31967 -6.94638 0.2 0.0 0.9 -0.13
N -26.48223 14.40089 -5.82338 -0.3 0.0 -1.6 -0.14
H -24.49519 13.49545 -9.31324 -0.2 -0.4 0.5 0.41
H -24.31520 14.70989 -8.04892 0.1 0.4 -0.4 0.27
H -24.09065 14.94982 -9.90705 0.4 0.9 0.6 0.40
H -26.36264 14.60340 -10.38919 -0.4 0.1 0.2 0.44
H -26.37156 15.91008 -9.14000 0.2 0.3 -0.6 0.10
H -27.15313 13.06912 -8.56583 0.0 -0.1 0.0 0.31
H -28.09777 14.55362 -8.60292 -0.3 -0.2 0.5 0.26
C -23.66785 17.19041 -6.88395 -0.3 -1.6 -1.4 -0.78
C -22.99955 18.20572 -6.03114 -0.3 0.5 2.0 -1.00
C -24.04629 19.01511 -5.16158 0.4 -0.4 -0.2 -0.54
C -24.94811 18.14734 -4.38147 -1.5 -1.5 0.8 0.16
N -25.64971 17.48302 -3.71983 1.7 1.3 -1.5 -0.23
H -24.55832 17.48632 -7.43856 0.2 0.8 -0.2 0.14
H -24.04274 16.26140 -6.45442 0.2 0.1 1.0 0.31
H -22.96112 16.80557 -7.61916 0.0 0.2 -0.2 0.45
H -22.31356 18.83499 -6.59818 -0.6 0.5 -0.1 0.39
H -22.31916 17.73176 -5.32366 -0.1 -0.3 0.1 0.32
H -24.62384 19.65705 -5.82676 -0.2 0.0 0.1 0.27
H -23.63000 19.62454 -4.35946 0.6 0.3 -0.4 0.49
C -27.42757 20.54304 -3.16020 0.0 -0.3 -0.6 -0.52
C -27.20132 20.73622 -1.67238 0.0 0.4 0.6 -0.71
C -26.29979 19.74282 -0.83799 0.2 0.5 -0.7 -0.57
C -26.71711 18.35986 -0.79704 -1.2 -2.0 -0.2 0.18
N -27.04739 17.24606 -0.81350 0.5 1.5 0.2 -0.40
H -27.90522 19.59178 -3.39485 0.5 -0.4 0.0 -0.16
H -26.54468 20.71910 -3.77469 0.3 -0.5 0.1 0.39
H -28.13379 21.26064 -3.57780 -0.2 0.4 0.5 0.45
H -28.19597 20.83929 -1.23861 0.0 -0.4 0.5 0.25
H -26.81703 21.74737 -1.53817 0.4 -0.1 0.1 0.39
H -26.11300 20.06449 0.18658 -0.5 0.3 0.0 0.44
H -25.28022 19.64882 -1.21183 0.1 0.5 -0.5 0.29
C -28.13191 10.37874 -7.28816 0.4 0.2 0.0 -0.98
C -29.48916 10.27600 -6.63010 -0.2 -0.1 -0.3 -0.11
C -29.41846 10.21283 -5.10595 -0.5 -1.2 -0.2 -0.50
C -28.86881 11.36785 -4.44714 0.7 2.2 0.7 0.04
N -28.41680 12.32020 -3.95745 -0.5 -1.4 -0.6 -0.27
H -28.13595 10.34583 -8.37766 -0.3 0.2 0.0 0.38
H -27.45154 9.58038 -6.99181 -0.2 -0.2 0.2 0.34
H -27.66076 11.29753 -6.93897 0.2 0.2 -0.2 0.06
H -30.07002 9.43743 -7.01417 0.3 -0.4 0.3 0.34
H -30.16412 11.09651 -6.87359 0.3 0.5 -0.2 0.08
H -28.82299 9.37459 -4.74419 0.0 -0.3 -0.2 0.38
H -30.44342 10.02087 -4.78861 0.0 0.1 0.5 0.31
N -30.97675 14.63089 -5.61602 -0.8 -0.1 -0.6 0.72
C -31.52091 13.39368 -5.63383 1.1 -0.3 1.3 -0.45
C -32.54911 13.32217 -6.55497 -0.7 -0.3 -0.9 -0.72
C -32.64901 14.57355 -7.08411 -0.1 1.9 -1.3 -0.68
C -31.63959 15.40254 -6.53675 0.6 -0.6 1.5 -0.23
H -30.30990 14.93317 -4.92030 0.7 0.3 0.3 -0.44
H -31.12990 12.65852 -4.94604 -0.1 -0.1 -0.1 0.67
H -33.11746 12.46537 -6.88554 0.1 0.0 0.4 0.46
H -33.27375 15.01127 -7.84864 -0.3 -0.6 0.0 0.42
H -31.34991 16.43529 -6.66291 -0.2 -0.1 -0.3 0.46
N -28.21540 18.09885 -6.12558 0.9 -1.5 0.1 0.84
C -28.72889 19.33686 -6.04918 -1.1 -1.5 0.5 -0.16
C -28.13736 20.08005 -7.03735 0.9 1.0 -1.1 -1.05
C -27.14425 19.27998 -7.60679 0.8 0.9 -0.6 -0.72
C -27.16296 18.01617 -6.99749 -2.1 0.8 0.2 -0.03
H -28.45387 17.28102 -5.58300 -0.1 -0.1 0.9 -0.15
H -29.54438 19.52106 -5.36548 0.2 0.4 -0.1 0.40
H -28.46773 21.07255 -7.30604 0.4 0.0 -0.1 0.52
H -26.42840 19.57878 -8.35825 -0.2 0.0 -0.1 0.53
H -26.71174 17.05829 -7.21026 0.3 0.3 0.2 0.23
N -30.52710 18.58346 -3.11496 1.0 0.4 -1.1 1.20
C -31.55640 19.03141 -3.87736 1.4 -2.2 0.0 -0.18
C -32.41338 19.59246 -2.97296 -3.1 2.4 -0.8 -0.87
C -31.81768 19.73952 -1.75931 -1.3 -0.1 1.0 -0.97
C -30.63960 19.03485 -1.85613 1.6 -0.6 0.4 -0.30
H -29.81556 17.99640 -3.52625 0.6 -0.5 0.6 -0.53
H -31.56385 18.73655 -4.91630 -0.6 0.3 0.1 0.35
H -33.39489 19.93060 -3.27080 0.0 0.2 0.2 0.48
H -32.28321 20.12731 -0.86528 0.2 0.1 -0.1 0.50
H -29.87724 18.81529 -1.12332 0.0 0.0 0.0 0.65
```
Forces are in eV/Å.

Calculated values
Total charge = +2
ΔE to the lowest compared entry with this formula, charge and spin = 315.55 kJ/mol
Electronic energy = -53229.6381 eV
LUMO = -0.400 hartree

Among the records above, which one has the highest electronic energy?
C10H16O

Which value of LUMO does entry 1 give?
0.031 hartree